Entry 1:
C50H61N3O2PtSbSeTe | wB97M-V/def2-TZVPD

Cartesian coordinates (Å):
N -0.09129 2.43210 0.42211
H -2.45063 0.46640 3.29000
C -0.44722 3.04483 -0.85892
C 0.14319 2.89700 5.25391
H 0.13220 3.27554 7.37725
H -1.28005 8.33584 1.29430
C 5.39427 0.11147 -0.86698
H 4.92002 -2.84050 -1.52936
Se -1.63666 -0.34365 -0.51030
H 5.29501 -0.42940 -1.80995
C -4.72932 -3.01802 -0.91229
C 4.69866 -0.60001 0.29228
H -5.30717 -3.81977 -0.44597
H -4.36252 0.62106 -0.11098
C 0.49127 -0.83291 4.64262
H -3.02575 -2.76153 -2.20095
C 0.34934 0.62633 4.35267
H 0.99145 -3.90256 0.44057
C -3.05606 0.18522 2.42090
C 2.90538 -2.09180 -1.95569
H -2.61382 4.26837 1.47238
H 3.92722 3.37496 3.48642
Te 2.39881 2.35533 -1.42884
C -1.01095 -0.94255 6.68956
C -2.33186 -3.37164 2.07998
H 4.70246 0.02483 1.18688
C -0.14906 3.10041 1.52758
H -6.51317 0.03095 2.00095
H 1.93397 -2.48387 -2.25882
C 3.98573 -3.17139 -1.98732
H 2.80148 2.04388 1.75208
C 0.32505 1.52236 5.40968
H -3.69509 -1.67373 4.69982
H -4.79214 -0.20608 3.64878
Sb 2.67852 -1.20353 -0.04380
H 5.29044 6.13712 0.50005
C -5.33928 0.76642 0.35541
H 1.30405 -3.60286 8.25494
C -2.60522 -4.45054 -0.92203
H -5.40790 -2.43413 -1.53605
C 0.26091 6.84528 1.38439
C -1.46836 -3.67619 -0.26274
H 0.47935 1.13787 6.41230
N -1.90558 -2.84833 0.86016
C -0.49515 -2.45349 8.48763
O 0.88702 -1.63802 3.82922
C 1.32332 -3.53280 1.41400
H -1.88455 -5.48459 2.00978
H -3.98678 -4.19097 -2.54684
H 1.07016 7.56459 1.37711
H 5.16890 5.43366 2.87389
H -0.99282 -3.00982 -0.97977
H -0.74063 -2.88250 9.45086
C 4.67619 4.84742 2.10844
C -2.09913 -1.50808 0.85045
C 0.06415 3.82849 6.44107
C -1.33014 -1.49944 7.92002
N -2.68747 -1.17255 2.02291
H -0.72000 -4.36980 0.12188
C 4.10329 4.49893 -0.20089
H -0.12180 4.42683 3.81956
H 1.83950 -2.63338 6.03626
C -4.54018 0.35009 2.74530
C -1.80819 4.99391 1.43656
H 5.00163 1.11826 -1.02047
H -1.66769 -0.20133 6.24822
H -3.12184 6.68380 1.35954
C 4.74261 5.24588 0.77863
C -3.26468 -3.77910 4.62313
C -2.09222 6.35063 1.37484
C -2.82467 -2.30982 2.82088
C -2.75776 -4.84703 3.87516
C 2.68159 -2.84524 1.29146
H 3.66105 -4.07475 -1.46949
C 3.34183 2.94057 1.47506
H -1.25198 3.77231 -0.75456
Pt 1.03575 0.74324 0.15484
H -2.76332 0.82916 1.59427
H 4.16026 4.81856 -1.23519
C 0.01671 3.36162 3.96640
C -2.28501 -4.66078 2.58601
C 0.06598 2.51918 2.83979
H -3.62611 -3.95809 5.62658
H -0.87880 4.37688 6.44515
C 0.13717 -1.34323 6.01426
H -4.68456 1.40944 2.97955
C 3.39243 3.35325 0.15049
H -5.45998 1.83219 0.57268
H -2.73145 -5.83588 4.31228
C -0.48759 4.56053 1.46131
C 0.74750 3.69108 -1.52142
H 0.86840 4.56640 6.42884
C -1.05823 7.27790 1.34566
H 1.07840 4.60909 -1.03938
C -3.30871 -2.49276 4.10866
C 0.54903 5.48772 1.44212
H 3.02468 -2.44368 2.24613
H 3.44389 -3.52772 0.91082
C 0.95702 -2.31541 6.57724
H -6.09650 0.49047 -0.38015
H 0.57466 -2.85458 1.80756
H 1.57900 5.14932 1.49002
C -3.57542 -3.58467 -1.73723
C -5.49166 -0.06387 1.62668
H 1.38626 -4.38802 2.08945
H 5.22109 -1.52515 0.54530
H -2.13671 -5.19331 -1.57271
O 0.19342 0.28183 2.01570
C 0.65145 -2.85936 7.81511
C 3.98122 3.69403 2.45262
H -3.15979 -5.00268 -0.15672
C 0.23587 1.10845 3.00577
H -0.81301 2.23446 -1.48562
H 6.46003 0.22289 -0.66185
H -4.36859 -2.35759 -0.12132
H 0.53060 3.89175 -2.56945
H -2.22732 -1.18495 8.43796
H 3.13430 -1.26533 -2.63133
H -5.34461 -1.12332 1.39846
H 4.21032 -3.44992 -3.01805

## Properties
total charge: +1
relative energy (zero: lowest compared OMol25 entry of this formula, charge and spin): 0.277 eV

Entry 2:
H2 | wB97M-V/def2-TZVPD

Cartesian coordinates (Å):
H 0.00000 0.00000 -0.68070
H 0.00000 0.00000 0.68070

## Properties
total charge: -1
relative energy (zero: lowest compared OMol25 entry of this formula, charge and spin): 0.545 eV
2S+1: 2

Entry 3:
C31H24Cl2N6O2RbS2 | wB97M-V/def2-TZVPD

Cartesian coordinates (Å):
C 14.01253 10.90592 6.10918
C 11.39910 14.19299 6.67960
S 5.66506 10.50222 4.48708
O 8.28806 10.01138 10.23474
C 6.11406 11.18370 6.02421
H 14.06106 14.26930 6.05609
C 13.76113 12.47288 9.64915
H 8.14468 15.09192 6.41264
N 5.70969 12.43809 6.41489
C 9.23193 15.16057 6.57212
C 12.53865 6.73404 12.12751
H 14.54618 7.19078 12.76043
H 14.84481 14.28791 9.39790
N 12.65583 10.34600 9.99342
H 9.07065 17.24229 7.08792
C 7.67780 8.05837 6.85922
C 13.67630 7.52082 12.20776
N 9.02406 7.88653 6.64949
C 10.30186 8.80977 9.87727
C 9.49300 6.90496 7.33852
Cl 14.97415 8.76127 8.80385
H 6.41909 8.17363 4.26382
C 9.50890 10.03607 10.42325
Rb 9.44404 11.81853 8.23202
O 10.21148 11.00773 10.76857
H 6.23579 12.70971 7.23659
C 13.67328 13.26648 6.15757
C 14.52392 12.19472 5.98279
H 11.80153 10.89096 10.19932
C 6.93656 9.14382 6.17609
C 16.09750 11.19480 8.86448
C 12.65512 9.15601 10.73826
N 6.77816 10.37100 6.77308
H 16.95975 13.16129 8.77595
H 6.09079 7.15632 8.10532
H 12.95775 15.52476 7.43747
H 14.64403 10.03361 5.97947
C 10.01919 13.99353 6.39697
H 15.57683 12.34610 5.79007
S 8.30840 6.10663 8.32776
C 13.73068 8.73246 11.51885
N 11.85183 11.80137 6.58569
H 11.48412 17.46322 7.63292
C 14.89400 13.20694 9.35480
H 10.54592 6.58056 11.36057
C 13.76817 11.05502 9.63962
H 14.62523 9.33946 11.59324
H 12.21013 9.80070 6.52530
C 11.46452 7.18236 11.37759
N 10.80010 6.49596 7.30091
C 7.10438 7.19777 7.72714
C 6.41560 9.01831 4.93310
H 5.80392 13.13730 5.69643
C 14.95570 10.46652 9.15734
C 9.73252 16.39101 6.97512
H 10.61704 9.19463 8.89554
H 11.37462 7.20629 6.86678
H 9.59266 7.99734 9.75462
C 12.66903 10.77479 6.40300
Cl 12.28122 13.30667 10.07254
C 11.48583 8.37379 10.66952
C 11.08211 16.52137 7.28261
C 11.91444 15.42244 7.15179
C 16.07609 12.57924 9.00125
H 11.15625 6.24427 8.20767
C 12.32306 13.05805 6.47691
H 12.47129 5.78990 12.64928
H 16.97261 10.66304 8.50616

## Properties
total charge: -1

Entry 4:
C33H57F18N6O15S6Y | wB97M-V/def2-TZVPD

Cartesian coordinates (Å):
C 2.94937 -3.91728 -4.14560
H -2.32529 0.67314 -6.41200
F -1.08467 1.48018 5.58088
Y 1.32108 -1.20969 4.72612
C -4.11217 7.19507 0.60467
H 0.78443 5.57211 -4.96311
F -1.90796 -3.68360 6.28695
C 1.70743 2.84635 -4.91813
H 2.39198 3.68995 -4.82966
H -2.85307 -0.13574 -5.01986
O 0.60566 -2.14290 8.82169
H 2.69986 -4.18795 -6.34591
H 2.77564 -6.87238 -0.93048
C 1.33885 -7.24910 -3.28018
H -2.43708 2.06713 -3.10653
H 3.31616 -6.44590 -5.47620
C -4.26143 6.04932 -0.31157
C 2.07349 -6.01904 -2.87427
C 0.00368 3.72008 -3.28448
H 2.04301 -8.01727 -3.59983
H 0.54192 1.78782 -2.41268
H -0.76643 5.21315 -5.80611
H -0.81345 4.81435 1.03189
C -2.54499 0.85307 -5.35964
O 1.51383 -2.92573 6.70730
F 3.62539 -1.83360 0.76505
H -5.23427 5.56955 -0.20441
H -4.01481 8.81128 3.05868
C -1.08124 -3.85358 7.33849
O -0.24014 0.40400 3.28933
H 0.72358 4.53095 -6.38289
F -1.89277 -3.62690 3.24177
F 1.09794 1.24271 0.99394
H 0.50965 -7.06199 -3.96248
H 0.76392 0.27775 -4.25792
O 2.73409 -0.29787 3.04138
H -4.19972 3.28326 2.52810
H -4.94661 3.50798 0.94939
C -0.85688 -4.34221 2.82636
H 4.01734 -5.82261 -1.71183
H -5.84681 6.98132 3.61050
F -1.36600 -5.26096 2.06048
F -0.55876 -5.14433 7.16190
S 4.59919 -2.97793 4.94045
C -2.96689 4.65747 1.25658
H 3.69848 -7.36820 -2.37187
C -0.36327 2.38919 -2.49682
H -1.53970 0.69839 -2.69713
F 3.35433 -5.08432 5.91413
H 1.85324 -3.07941 -1.68402
H 1.70536 -2.30534 -4.10996
O 3.66504 -6.20442 -4.61505
C 3.20673 -6.53340 -1.87247
H -6.33156 6.66920 1.96079
C 3.23029 -3.53969 -5.64842
O -0.75716 2.61094 -6.84384
F -0.84117 0.73984 0.00580
H 4.30260 -3.71656 -5.73196
C -1.20166 1.31213 -4.76551
O -1.99687 -0.85140 1.92311
C -1.44989 1.62986 -3.25605
C 0.19181 4.81344 -5.47431
C 1.64501 -3.34150 -3.77702
H -2.19129 5.45226 -0.70955
F 5.03940 -5.64221 4.85736
H -5.79087 5.43622 2.64751
C -3.10256 5.09695 -0.22847
H -0.03836 -5.20202 -2.34239
H -2.45431 8.40279 2.36621
H 0.83183 -7.64405 -2.39981
S 3.95884 -1.04752 3.22520
F -2.51666 0.05520 5.21223
F 4.70199 -3.32641 1.93198
S 0.32533 -2.49583 7.44886
H -3.24243 4.19851 -0.82959
C 4.58843 -1.98212 1.66412
C 0.14657 0.25601 0.73834
C -2.04058 0.79246 6.24025
H 0.18888 0.08632 -5.92437
O -2.02756 -1.13562 8.21729
C 0.27850 3.47302 -4.82522
F 0.85271 -0.54919 -0.03343
H -2.92591 7.70870 3.88422
H -0.73028 2.59561 -1.49144
H 1.97899 2.18536 -4.09505
O 1.60538 -3.86713 1.81845
H 0.84981 -3.65329 -4.45417
O 5.14370 -0.26523 3.62198
H 3.89589 -3.51552 -2.20278
H -3.23274 1.64196 -5.05509
S -1.08677 -0.36188 7.44062
H 4.19763 -2.30070 -3.47401
N -0.83457 2.61090 -5.45817
O -0.26945 0.64313 8.19288
S -0.58732 -0.58012 2.26761
H -3.27171 7.77680 0.22609
H -1.57013 3.16108 0.65518
C -0.12170 0.15833 -4.88203
F -2.97890 1.56960 6.86628
H -4.94650 7.84990 0.35332
H 1.05777 -5.22882 -1.16399
O 5.80963 -3.04805 4.11234
H -1.13680 3.58292 2.23716
H 4.87135 -3.86057 -3.74390
C -3.30951 7.99458 2.90482
H -4.35718 6.49982 -1.29949
N 3.24022 -2.15057 4.38140
N 0.43854 -1.94135 2.82238
S 0.34476 -3.16925 1.82624
N -3.17653 5.73783 2.22137
F 5.75991 -1.62908 1.31430
C 1.03647 -5.05284 -2.23948
F -1.69299 -3.83196 8.56668
C -4.09253 6.86021 2.13315
C 4.01688 -4.83828 4.84660
O -0.27541 -2.92386 0.47915
C -3.99513 3.50729 1.48118
C 1.15589 -3.55095 -2.37645
H -0.35165 -0.84675 -4.52842
C -5.53622 6.49537 2.68557
C 4.02605 -3.35827 -3.27349
O -3.04641 5.17115 3.55983
H -2.30477 5.63432 3.95611
H -1.67880 2.85103 -6.96439
O 4.70853 -2.71411 6.32150
H 3.09029 -2.49290 -5.91811
F 3.23872 -5.20509 3.80216
H -3.52536 2.55415 1.23840
N 2.75802 -5.36986 -4.01618
C -1.51180 4.02676 1.31495
H 0.17557 -3.08606 -2.27183
H 1.77869 2.40498 -5.91222
H -0.89364 4.29249 -3.04940
H 0.89949 4.17790 -2.86493
F -0.19210 -4.90190 3.89707
N -0.15148 -1.21080 6.36456

## Properties
total charge: 0
relative energy (zero: lowest compared OMol25 entry of this formula, charge and spin): 7.963 eV

Entry 5:
C6H24ClN12O6 | wB97M-V/def2-TZVPD

Cartesian coordinates (Å):
H 0.29360 0.87062 0.74919
N -1.16438 1.80362 1.44457
H 0.66502 -0.28734 -1.08832
C -2.21204 -2.49853 -0.67269
O 1.74211 -2.67342 3.37255
N 0.29791 -2.61919 1.58041
H -0.39079 -2.62004 -1.64507
H -2.88724 0.72335 -0.88580
N -0.82588 0.48188 -1.76970
O -2.74262 2.85611 0.36531
H 0.66692 -0.52054 1.59104
N -2.61990 -1.75410 0.31373
H -0.02619 -1.95833 0.88880
C -0.03543 1.41392 -2.20773
H 2.53833 3.98406 0.59936
H 0.48507 1.68479 -0.30517
H 1.30491 -0.30630 -2.73084
H 0.82419 3.99824 0.43176
N -2.27684 0.70729 -0.08127
N -1.02442 -2.06115 -1.09167
H -0.58176 -1.27306 -0.64103
H 2.37556 -2.46762 0.22124
C 1.62823 2.19764 0.40955
H 1.09350 2.93199 -1.32103
H -3.40040 -1.95783 0.92154
H -0.77245 0.87307 1.46830
O 2.54983 1.47215 0.35178
N 1.26277 -0.68834 -1.79683
C -2.03442 1.87696 0.49574
N 0.40435 1.86475 0.60944
N 0.68039 2.01393 -1.23985
Cl -0.27789 -0.43126 0.38911
O -2.90034 -3.27022 -1.24057
H 1.02205 -1.40397 0.24609
N 1.28694 -0.93973 2.26924
H 0.18831 -3.62258 1.54452
N 1.69460 3.49471 0.33714
H -0.36464 2.51954 0.60626
H -0.86112 0.24818 -0.78774
O 3.01370 -2.09880 -2.12964
N 1.90409 -1.66512 -0.17093
H 1.83505 -0.20672 2.69627
C 1.10580 -2.13271 2.50756
H -1.59073 -0.03335 -0.05287
H -1.29245 -0.17048 -2.38357
H -0.88485 2.53445 2.08320
C 2.12589 -1.54465 -1.43454
H -1.93156 -1.07480 0.60499
O 0.10915 1.72871 -3.42168

## Properties
total charge: -1
relative energy (zero: lowest compared OMol25 entry of this formula, charge and spin): 36.475 eV

Entry 6:
C4H4Cl4N2O2S | wB97M-V/def2-TZVPD

Cartesian coordinates (Å):
Cl -1.89184 1.64864 -0.98902
S -0.74988 0.05010 1.36614
Cl 2.42281 -2.00747 -0.54775
N -2.25799 -0.58095 1.46781
H -3.01653 -0.33905 0.85310
C -0.75702 0.45122 -1.45116
H -0.89835 0.90154 -3.26142
Cl 4.45311 -0.00705 -0.16401
C 1.75333 0.47697 0.00550
H 0.08990 -1.41763 -0.46287
C -0.26473 -0.36504 -0.33459
N -0.42813 0.23696 -2.64941
O -0.59011 1.43408 1.70644
Cl 1.73620 2.05053 0.32278
O 0.05783 -0.84604 2.20008
C 2.72229 -0.39410 -0.14225
H -2.38090 -1.29272 2.08062

## Properties
total charge: 0
relative energy (zero: lowest compared OMol25 entry of this formula, charge and spin): 0.000 eV

Entry 7:
C4H8BrNO | wB97M-V/def2-TZVPD

Cartesian coordinates (Å):
H -1.78978 2.14125 -0.34150
C -1.37343 1.24624 0.08976
O 2.07641 -0.42248 0.49941
H 0.50531 -2.35769 -0.39275
Br 0.00889 -0.87322 2.20701
C -0.10029 -1.46658 -0.53166
H -1.78770 1.08733 1.06563
H -1.84049 0.41323 -0.45991
H -1.12050 -1.66974 -0.17159
C 0.10352 1.03502 0.00412
N 0.92386 1.89457 -0.48944
H 1.81141 1.48157 -0.47047
H 2.26426 -1.23536 0.04413
H -0.01653 -0.90567 -1.48208
C 0.33507 -0.36847 0.42935

## Properties
total charge: 0
relative energy (zero: lowest compared OMol25 entry of this formula, charge and spin): 2.829 eV
2S+1: 3

Entry 8:
C20H30N2O6S | wB97M-V/def2-TZVPD

Cartesian coordinates (Å):
H -3.41107 -0.96213 -2.48327
H -6.18364 1.82197 1.81136
S -4.72070 -1.61854 -0.01805
H 4.30642 1.19779 -1.17667
C 1.47516 1.40202 0.72533
H 9.94195 -0.98646 1.17857
C -1.74707 0.29575 -1.96317
H -7.78842 1.97784 1.08434
O 6.91958 -1.62052 -0.16060
C 8.85600 -0.97691 1.17269
C -1.05911 0.92266 -0.92009
H 0.17309 3.02245 0.25107
C 0.79153 2.31011 -0.30801
H 8.67782 -0.92058 -0.97998
C -7.87394 -0.52100 -0.09548
C -1.50584 0.77687 0.39162
O 1.36877 1.65809 1.91201
H 2.51499 -0.23147 2.21763
H 8.49073 -1.57189 2.00632
H -8.32684 -1.04473 0.74441
H -7.49109 0.74823 2.31549
C 3.98962 0.16586 -1.33784
H 4.22310 -0.10105 -2.36919
C -6.65561 0.28197 0.36977
H -2.98703 -0.12873 1.65365
H -6.74259 1.75927 -1.19651
C 8.34826 -1.54565 -0.14394
C -6.03515 1.03101 -0.80820
H -5.78206 0.33064 -1.59805
C 2.82890 -0.52907 1.21597
C 4.34373 -0.40888 1.07000
C -2.86435 -0.46728 -1.69656
N -5.63550 -0.59939 0.93211
O -4.30990 -2.67936 0.85715
H -7.56273 -1.25273 -0.83604
H 4.64807 0.61231 1.30858
H 2.51188 -1.56037 1.02748
C -3.29897 -0.60573 -0.39133
H -0.98958 1.24397 1.21405
C -2.62713 0.00566 0.64663
H 4.83528 -1.08928 1.76604
H 2.16747 -0.99351 -1.31101
H 1.94271 0.69542 -1.78453
H 1.55274 2.87018 -0.85992
H 8.51259 0.04780 1.29150
C 6.25314 -0.51477 -0.49538
O 0.03082 1.64463 -1.29589
H 8.68773 -2.57309 -0.28821
H -5.94840 -1.10047 1.74973
C 2.48261 0.03748 -1.10800
O 6.77003 0.51924 -0.82578
O -5.37244 -1.97383 -1.25058
C 4.75640 -0.73667 -0.37248
N 2.16106 0.34109 0.26780
C -7.05610 1.27265 1.46781
H 4.54547 -1.79052 -0.57565
H -1.38228 0.42418 -2.96984
H -8.61756 0.13819 -0.53613
H -5.13260 1.54928 -0.49271

## Properties
total charge: 0
relative energy (zero: lowest compared OMol25 entry of this formula, charge and spin): 0.056 eV
SMILES string: CCOC(=O)C1CCN(C(=O)COc2ccc(S(=O)(=O)NC(C)(C)C)cc2)CC1

Entry 9:
C4H9NO | wB97M-V/def2-TZVPD

Cartesian coordinates (Å):
H 1.69643 1.64794 -2.01997
H 0.66270 0.82984 -3.34522
C 0.69396 1.24859 -2.25106
H 0.26676 -0.15256 2.86017
H -0.68950 -1.73351 -0.69898
H 0.90356 -1.87946 0.13755
H -0.08425 2.05865 -2.27101
C -0.16826 -1.60159 0.32741
N -0.02049 0.71836 -0.09532
H -0.62874 1.32213 2.23788
H -0.75507 -2.28967 1.08351
O 0.25766 0.13750 -1.36454
H -1.42201 -0.32117 2.47352
C -0.48131 0.20003 2.18089
C -0.23143 -0.18508 0.74516

## Properties
total charge: 0
relative energy (zero: lowest compared OMol25 entry of this formula, charge and spin): 3.174 eV
SMILES string: CON=C(C)C

Calculated molecular weight (g mol⁻¹), listed in the same order as above: 1259.5, 2.0, 733.1, 1401.1, 395.8, 286.0, 166.0, 426.5, 87.1
Calculated energy (eV), listed in the same order as above: -143825.7548, -28.3023, -92945.8415, -189755.8839, -49274.1829, -72208.6102, -77851.2463, -47328.0712, -7829.1460